[1]
{
  "formula": "C6H12N2",
  "method": "ωB97M-V with the def2-TZVPD basis set",
  "gap_ev": 9.4,
  "charge": 0,
  "total_energy_ev": -9390.051,
  "multiplicity": 1,
  "smiles": "N[C@@H]1C[C@@H](N)[C@H]2C[C@@H]21",
  "homo_ev": -8.5,
  "species": ["C", "C", "C", "C", "C", "C", "H", "H", "H", "H", "H", "H", "H", "H", "H", "H", "H", "H", "N", "N"],
  "xyz": [[-0.0567, 1.4033, 0.0002], [-0.3464, 0.5244, 1.2763], [-0.1058, -1.0130, 0.8826], [0.5424, -0.9134, -0.3789], [0.4811, -1.0555, -1.8169], [-0.0448, 0.2188, -0.9990], [0.9586, 2.8772, -0.9371], [1.7036, 2.2740, 0.8409], [-0.9172, 2.1809, -0.2031], [0.5126, 0.7766, 2.0646], [-1.3675, 0.6766, 1.6915], [0.2325, -1.8161, 1.6844], [-2.0737, -0.9784, 0.2780], [-1.7103, -1.0496, 1.8331], [1.6163, -0.7820, -0.1095], [-0.2600, -1.5822, -2.5626], [1.6211, -1.0848, -2.0397], [-1.1135, -0.0058, -1.1076], [1.2016, 2.0535, -0.1585], [-1.4903, -1.5498, 0.8415]],
  "forces_ev_per_angstrom": [[-1.3, -0.1, -1.5], [3.7, 0.8, 1.8], [-3.5, -2.2, 3.1], [2.7, -0.9, 1.9], [1.7, 0.2, -2.8], [-2.5, 0.3, -2.3], [1.8, -2.3, 3.4], [-1.8, 0.3, -3.6], [1.2, -1.8, 0.4], [-2.0, -0.1, -1.2], [1.0, 0.1, -0.1], [0.7, 2.3, -1.3], [-0.6, 0.6, -1.1], [-0.6, -2.6, -2.6], [-0.5, 0.4, -0.4], [1.5, 1.0, 1.9], [-2.3, 0.1, -0.9], [-0.1, -0.1, 0.1], [1.5, 3.1, 1.1], [-0.6, 0.8, 4.1]],
  "mulliken_charge": [0.210, -0.891, 0.088, -0.128, -0.527, -0.352, 0.297, 0.240, 0.239, 0.185, 0.435, 0.233, 0.338, 0.310, 0.149, 0.264, 0.252, 0.096, -0.578, -0.860]
}


[2]
{
  "formula": "C4H12N2",
  "method": "ωB97M-V with the def2-TZVPD basis set",
  "gap_ev": 9.1,
  "charge": 0,
  "total_energy_ev": -7319.113,
  "multiplicity": 1,
  "homo_ev": -8.1,
  "species": ["C", "C", "C", "H", "H", "H", "H", "H", "H", "H", "H", "N", "C", "N", "H", "H", "H", "H"],
  "xyz": [[0.0620, -1.1227, 0.6572], [-1.3748, -1.5013, 0.3660], [1.0037, -1.0262, -0.4331], [0.4510, -1.5576, 1.5759], [-0.0110, 0.2222, 1.0251], [-1.4638, -2.5784, 0.1910], [-1.7375, -0.9964, -0.5309], [-2.0412, -1.2340, 1.1872], [1.3065, 0.1946, -0.4868], [0.5815, -1.1282, -1.4321], [1.9262, -1.5917, -0.3167], [0.0723, 1.9622, -1.3838], [0.2916, 1.6055, 0.8674], [0.9271, 1.6639, -0.3154], [0.5647, 1.8115, -2.2538], [-0.7909, 1.4179, -1.3914], [0.9293, 1.7996, 1.7242], [-0.6966, 2.0591, 0.9500]],
  "forces_ev_per_angstrom": [[-0.5, 1.6, 0.6], [0.0, 0.0, 0.0], [0.5, 1.4, -0.4], [0.0, -0.1, 0.0], [-0.1, -1.8, -0.2], [0.0, 0.1, 0.0], [0.0, 0.0, 0.0], [0.0, -0.1, 0.0], [0.0, -1.6, 0.1], [-0.1, -0.4, 0.0], [0.0, 0.2, 0.0], [-0.1, -0.2, -0.1], [0.9, 1.1, -1.3], [-0.7, 0.6, 1.1], [0.0, 0.0, 0.1], [0.1, 0.0, 0.1], [0.0, -0.5, 0.1], [-0.1, -0.3, -0.1]],
  "mulliken_charge": [0.129, -1.174, -1.012, 0.379, -0.066, 0.341, 0.284, 0.326, 0.374, 0.302, 0.317, -0.464, -0.557, -0.342, 0.267, 0.234, 0.289, 0.372]
}


Repeat the first record exactly.
{
  "formula": "C6H12N2",
  "method": "ωB97M-V with the def2-TZVPD basis set",
  "gap_ev": 9.4,
  "charge": 0,
  "total_energy_ev": -9390.051,
  "multiplicity": 1,
  "smiles": "N[C@@H]1C[C@@H](N)[C@H]2C[C@@H]21",
  "homo_ev": -8.5,
  "species": ["C", "C", "C", "C", "C", "C", "H", "H", "H", "H", "H", "H", "H", "H", "H", "H", "H", "H", "N", "N"],
  "xyz": [[-0.0567, 1.4033, 0.0002], [-0.3464, 0.5244, 1.2763], [-0.1058, -1.0130, 0.8826], [0.5424, -0.9134, -0.3789], [0.4811, -1.0555, -1.8169], [-0.0448, 0.2188, -0.9990], [0.9586, 2.8772, -0.9371], [1.7036, 2.2740, 0.8409], [-0.9172, 2.1809, -0.2031], [0.5126, 0.7766, 2.0646], [-1.3675, 0.6766, 1.6915], [0.2325, -1.8161, 1.6844], [-2.0737, -0.9784, 0.2780], [-1.7103, -1.0496, 1.8331], [1.6163, -0.7820, -0.1095], [-0.2600, -1.5822, -2.5626], [1.6211, -1.0848, -2.0397], [-1.1135, -0.0058, -1.1076], [1.2016, 2.0535, -0.1585], [-1.4903, -1.5498, 0.8415]],
  "forces_ev_per_angstrom": [[-1.3, -0.1, -1.5], [3.7, 0.8, 1.8], [-3.5, -2.2, 3.1], [2.7, -0.9, 1.9], [1.7, 0.2, -2.8], [-2.5, 0.3, -2.3], [1.8, -2.3, 3.4], [-1.8, 0.3, -3.6], [1.2, -1.8, 0.4], [-2.0, -0.1, -1.2], [1.0, 0.1, -0.1], [0.7, 2.3, -1.3], [-0.6, 0.6, -1.1], [-0.6, -2.6, -2.6], [-0.5, 0.4, -0.4], [1.5, 1.0, 1.9], [-2.3, 0.1, -0.9], [-0.1, -0.1, 0.1], [1.5, 3.1, 1.1], [-0.6, 0.8, 4.1]],
  "mulliken_charge": [0.210, -0.891, 0.088, -0.128, -0.527, -0.352, 0.297, 0.240, 0.239, 0.185, 0.435, 0.233, 0.338, 0.310, 0.149, 0.264, 0.252, 0.096, -0.578, -0.860]
}


Q: Look up the charge of the second one.
A: 0